Formula: C4H7ClNO3
Source: the OMol25 dataset
Level of theory: ωB97M-V/def2-TZVPD

Output
* 2S+1: 1
* SMILES: CC[C@@](N)(Cl)OC(=O)[O-]
* molecular weight: 152.557 g mol⁻¹
* energy relative to the best compared isomer or geometry (same formula, charge and spin): 1.06 kcal per mole
* charge: -1
* LUMO energy: 0.138 hartree

Geometry (Å):
C1 1.38603 0.04603 1.63055
C2 -0.12803 0.19422 1.35556
C3 -0.37194 0.22168 -0.22016
N1 -1.74314 0.28580 -0.50140
Cl1 0.30987 2.17279 -0.76720
O1 0.41768 -0.63584 -0.79770
C4 0.08578 -1.29423 -2.14941
O2 1.06074 -1.73538 -2.67666
O3 -1.07067 -1.24717 -2.49203
H1 1.57622 -0.89771 1.20000
H2 1.70060 0.00722 2.69091
H3 1.87988 0.81837 1.01798
H4 -0.50684 1.21851 1.87327
H5 -0.77033 -0.48176 1.88828
H6 -2.01163 1.30144 -0.54159
H7 -1.81423 0.02604 -1.51040

Formula: C4H7ClO
Source: the OMol25 dataset
Level of theory: ωB97M-V/def2-TZVPD

Output
* 2S+1: 1
* SMILES: OC1(CCl)CC1
* molecular weight: 106.552 g mol⁻¹
* energy relative to the best compared isomer or geometry (same formula, charge and spin): 32.78 kcal per mole
* charge: 0
* LUMO energy: 0.035 hartree

Geometry (Å):
O1 0.12413 -0.89822 -1.44842
C1 0.02434 -0.15990 -0.30609
C2 -0.04552 1.36480 -0.39133
Cl1 -0.42046 1.89052 -2.05289
C3 0.85085 -0.67654 0.86032
C4 -0.63921 -0.80938 0.94172
H1 -0.59686 -0.72369 -2.10740
H2 0.94464 1.78484 -0.24212
H3 -0.77635 1.86030 0.24270
H4 1.37617 -0.09933 1.59061
H5 1.33410 -1.54385 0.45978
H6 -1.01271 -1.83087 0.80456
H7 -1.16313 -0.15868 1.64855